No. 1
A structure of composition C24H52AlCsF5N4O5SSi, computed with ωB97M-V with the def2-TZVPD basis set.

Properties
**Energy above the lowest of the compared OMol25 structures with the same formula, charge and spin**: 341.4 kJ/mol
**Total charge**: -1

The geometry in XYZ format:
```
94
Properties=species:S:1:pos:R:3:forces:R:3
F -8.550 4.618 -4.450 1.14 -0.10 0.68
C -2.920 3.336 3.990 2.06 1.49 1.93
H 3.329 -0.802 -1.260 -0.04 -0.13 0.07
C 6.242 -2.684 3.832 -0.11 0.00 0.09
H -2.462 8.239 3.246 0.07 0.05 -0.16
H 6.073 -1.103 -1.279 -0.03 0.01 0.04
H 3.516 -2.018 -4.064 -0.01 0.02 0.04
H 2.322 -1.956 0.353 0.07 -0.04 -0.05
H -5.495 2.697 3.682 0.06 0.40 -0.25
H -5.910 -0.287 -1.409 0.00 0.47 -0.83
F -6.314 6.013 -3.348 -0.47 -1.22 -0.14
H 4.873 -5.733 3.381 -0.11 0.05 -0.16
H 7.216 -3.324 1.998 -0.07 -0.04 -0.06
F -7.015 -1.182 -2.663 0.10 -0.57 0.11
H 4.369 -0.634 -3.478 -0.21 0.08 0.11
O -1.929 3.958 4.562 -3.18 -2.07 -1.84
H -5.710 0.895 -2.777 -0.30 -0.04 0.59
H 5.665 -4.076 5.413 -0.01 -0.02 -0.05
H 1.742 -4.260 -1.024 0.00 0.24 0.09
C 0.649 -2.330 -2.611 0.10 0.05 -0.01
H 6.818 -4.721 4.251 -0.04 0.02 -0.01
C 1.078 -3.234 -3.751 0.00 0.09 -0.35
C -3.653 3.935 1.768 -0.58 1.17 -1.03
H 1.686 -5.222 -3.095 0.02 0.05 0.09
H 3.816 -4.405 3.923 -0.01 0.04 -0.13
H 0.746 1.426 0.318 -0.01 0.09 0.06
H 1.573 0.972 -1.147 0.07 0.05 0.05
H 1.544 -2.652 -4.547 -0.07 0.00 0.03
H 7.175 -2.296 4.239 -0.03 0.01 -0.03
H -2.633 4.152 -1.464 -0.26 0.04 -0.07
H -6.336 1.419 -1.127 0.23 -0.10 -0.65
H -2.535 1.661 -3.181 0.00 -0.55 0.10
H -1.567 0.743 -1.938 -0.41 0.21 -0.50
C 2.354 -3.694 -1.726 0.02 -0.05 0.05
H -2.625 5.920 0.765 -1.19 -1.48 -0.84
F -5.976 3.367 -4.364 -0.58 0.79 0.67
C 5.932 -4.089 4.356 0.14 0.01 0.03
H 6.530 -2.803 -1.098 -0.01 0.05 0.00
H 0.360 -1.329 -2.925 -0.06 -0.03 0.11
O -2.384 8.531 0.319 0.12 -0.65 0.19
H -6.063 4.220 2.875 0.62 -0.24 0.11
C 1.424 -1.951 -0.261 -0.26 0.25 -0.05
H 2.268 -0.419 -2.598 -0.03 -0.04 0.08
H 0.805 -2.792 0.052 0.07 -0.03 -0.13
H -2.248 1.368 4.911 -0.42 0.72 -0.21
H 4.895 -3.511 -2.762 0.01 0.01 0.04
H -3.268 8.903 0.447 0.17 -0.23 0.22
C 1.367 0.652 -0.127 -0.04 -0.03 -0.17
O -3.241 8.694 2.903 -0.04 -0.20 -0.08
C 5.141 -2.448 -2.707 0.01 -0.26 0.07
H -0.231 -0.648 -0.766 0.00 -0.06 0.09
N -3.991 2.649 1.200 3.02 4.98 -3.32
H -2.402 -0.548 0.212 -0.62 -0.15 0.05
H 6.211 -1.861 1.795 -0.08 -0.09 -0.11
Cs -0.954 4.150 1.993 4.18 -0.11 0.96
C 5.703 -2.130 -1.326 -0.05 0.06 -0.04
C -2.909 1.746 4.112 0.00 0.67 -1.71
N 1.858 -2.256 -1.690 -0.44 -0.44 0.33
C 3.947 -1.592 -3.156 0.26 -0.08 -0.22
H 0.174 -0.746 0.926 -0.01 -0.22 -0.06
F -7.438 3.796 -1.945 0.42 0.48 -1.06
H 3.380 -3.749 -1.376 0.00 0.09 -0.03
C -5.326 3.789 3.578 -0.56 0.57 0.73
C -3.566 2.696 -0.159 0.15 0.26 0.79
N -3.944 4.163 3.231 1.42 -1.93 -1.88
H -3.912 1.291 4.213 0.45 0.28 -0.04
C -2.551 0.819 -2.468 0.40 0.15 0.99
C -3.006 4.827 0.645 -3.37 -1.89 1.01
H 2.994 -4.261 -3.735 -0.02 0.03 0.06
H 4.956 -2.263 -0.539 0.01 0.04 -0.01
H 5.439 -1.998 4.115 0.05 0.02 -0.03
S 4.924 -3.867 1.904 0.59 -0.28 0.25
N -2.989 3.941 -0.545 -2.20 -1.66 5.72
H 2.308 0.609 0.428 -0.04 0.02 0.01
Al -7.074 4.448 -3.528 -0.26 0.02 -0.05
C 4.791 -4.656 3.506 -0.02 -0.16 0.46
H 5.940 -2.307 -3.440 -0.10 0.01 -0.05
H -4.090 -1.240 -0.060 0.44 0.40 -0.06
H -0.161 -2.785 -2.041 0.06 0.11 0.07
C -5.636 0.763 -1.685 0.78 0.57 1.07
C 2.861 -1.215 -2.151 0.18 0.04 -0.20
O 5.347 -4.838 0.921 -0.45 0.25 -0.17
H 0.229 -3.747 -4.198 -0.05 0.10 0.09
H -4.449 1.938 1.744 -0.10 -0.37 -0.59
H -2.725 -0.157 -2.957 -0.13 0.59 0.00
O 3.757 -3.035 1.700 -0.08 -0.11 -0.32
H -3.776 -0.063 1.232 0.11 -0.19 -0.44
C 2.085 -4.209 -3.135 0.32 -0.23 -0.22
Si -3.873 1.048 -1.096 -0.97 -1.37 -1.05
H -2.458 1.320 3.137 -0.62 0.49 1.09
C -3.496 -0.343 0.195 0.35 0.61 0.30
C 6.306 -2.813 2.314 0.22 0.31 0.20
C 0.614 -0.676 -0.073 0.10 0.24 0.01
H -5.547 4.248 4.564 0.18 -0.34 -0.48
```
Positions in Å, forces in eV/Å.

Löwdin population analysis, charges in e, atoms 1 to 2:
1. F -0.24
2. C -0.51

No. 2
A structure of composition C24H52ClInNO7, computed with ωB97M-V with the def2-TZVPD basis set.

Properties
**Total charge**: -1

The geometry in XYZ format:
```
86
Properties=species:S:1:pos:R:3:forces:R:3
H 0.170 2.721 -2.665 1.67 -1.11 -0.92
C -2.128 -2.168 4.167 0.26 0.14 0.42
H -1.636 -2.877 3.497 -0.23 -0.04 0.00
C -0.961 1.403 -9.275 0.40 -0.22 -0.21
H -2.400 -2.900 -2.651 -0.01 -0.18 -0.19
O -1.387 0.098 4.288 -0.65 -1.21 -0.69
H 4.784 -0.180 0.746 1.57 1.22 -1.00
H 3.713 2.278 1.105 -1.72 -0.79 0.88
H -0.934 -0.242 -4.616 0.54 1.47 2.16
C -4.304 4.148 3.410 -0.40 -0.19 -0.33
H 2.361 0.905 1.539 0.94 2.01 0.33
H -1.283 -6.949 8.229 0.12 0.13 0.15
H 5.745 1.435 1.025 -0.11 -1.95 -1.51
H 1.753 2.983 -3.665 -1.27 -1.84 0.92
C -1.969 -0.768 3.637 0.62 1.16 0.65
C -2.464 3.029 4.818 -0.05 -0.51 0.16
H 4.804 2.047 -2.905 -0.31 -0.25 2.38
H -3.629 -0.636 2.294 0.10 -0.10 -0.06
H -2.948 -3.688 -6.808 0.01 -0.09 0.23
H -0.414 -0.442 -2.815 -0.38 1.93 -1.50
H -2.759 -5.975 8.053 0.25 0.02 -0.02
H -5.173 3.892 2.794 0.19 0.03 0.13
H 5.679 -1.551 -1.274 -0.48 1.78 -1.92
In 2.477 1.478 -1.356 -0.61 0.81 -0.74
C 5.700 0.447 0.369 0.60 0.18 0.41
C -2.662 -3.210 -4.747 0.28 1.76 -0.24
H -2.122 2.037 5.129 -0.05 0.29 -0.19
H -3.583 4.686 2.790 -0.01 0.10 0.19
H -2.076 -1.103 1.527 -0.13 -0.08 0.03
H -1.661 3.517 4.261 -0.13 0.10 0.16
H -3.190 -2.410 4.265 0.09 -0.13 -0.17
Cl 2.050 -0.932 -0.804 0.08 0.34 0.01
N 0.759 1.016 -4.036 -2.03 1.29 -0.57
H 0.297 3.123 3.749 1.44 -2.13 -0.02
H 0.561 -4.838 5.627 -0.08 -0.09 0.23
O 2.376 4.300 2.748 0.33 -0.97 1.49
H 6.802 1.172 -1.490 -2.12 -0.89 0.65
H 0.733 -4.571 7.376 0.07 -0.20 0.05
H -3.563 -4.179 -3.065 0.13 -0.18 -0.03
H 4.891 2.985 -1.267 -0.17 -2.11 -0.68
C 0.337 -5.250 6.616 -0.01 0.19 -0.47
C -0.584 0.374 -3.658 0.56 -1.17 -0.57
C -0.399 2.227 -8.147 1.75 0.13 0.41
H 2.647 4.636 3.655 -0.56 -0.68 -1.76
H -1.661 -2.237 5.155 -0.11 0.00 -0.23
H 3.324 2.559 3.542 -1.78 0.38 -1.42
C 4.665 1.926 -1.728 1.03 -0.29 -0.69
O -4.147 1.780 3.673 0.37 1.41 0.32
O 0.812 2.282 -7.940 -1.66 -0.07 -0.36
H -3.909 -4.675 -5.684 0.15 -0.16 0.05
O 1.744 2.565 0.333 1.74 -1.44 1.62
C 5.577 -0.666 -2.063 0.65 0.44 0.05
H -1.359 -5.287 8.904 0.13 -0.19 0.02
C -1.154 -5.383 6.776 -1.04 0.50 -1.32
H -1.935 3.694 -7.891 -0.15 -0.15 0.03
O -1.924 -5.053 5.876 1.00 -0.49 1.24
H -0.141 0.916 -9.813 -0.16 0.12 0.15
H 0.639 1.358 2.977 0.52 1.76 1.67
H 6.681 -0.166 0.643 -2.00 1.16 -0.62
C -1.375 2.979 -7.283 0.33 0.19 0.31
C 5.710 0.756 -1.245 0.95 0.50 0.26
C -2.549 -0.470 2.281 0.21 0.44 -0.03
C 1.120 2.148 -3.100 -0.07 1.35 0.33
H -2.057 2.278 -6.796 -0.11 0.09 -0.13
C -2.604 -3.730 -3.336 0.09 0.46 0.22
C 1.053 2.220 3.658 1.00 0.75 -0.90
H -0.827 3.529 -6.511 -0.10 -0.15 -0.16
H -1.625 0.632 -8.876 -0.13 0.15 -0.08
H -2.715 3.608 5.711 0.06 0.22 -0.12
H -1.503 2.048 -9.972 -0.17 -0.11 0.11
H -1.386 1.165 -3.341 1.29 -1.42 -0.47
C -3.681 2.886 3.943 -0.38 -1.47 -0.18
H 0.809 -6.232 6.701 0.06 0.11 0.19
H -2.359 0.579 2.028 -0.05 -0.29 0.07
H -2.146 -4.962 -5.862 -0.18 -0.10 0.08
H 0.548 1.469 -4.974 0.46 -0.76 1.40
H 6.493 -0.743 -2.824 -2.05 0.07 1.56
H 4.578 -0.694 -2.673 1.85 -0.21 1.34
C -1.665 -5.936 8.080 -0.50 0.01 -0.07
H 1.431 1.815 4.698 -1.18 0.79 -2.01
C 2.614 2.049 1.436 -0.76 1.67 -0.88
C -2.935 -4.206 -5.843 0.02 0.27 -0.43
H -1.801 -4.466 -3.243 -0.18 -0.09 0.02
O -2.493 -2.017 -4.995 -0.39 -1.73 0.22
H -4.637 4.777 4.240 0.19 0.10 -0.07
C 2.379 2.833 2.868 0.57 -1.79 0.70
```
Positions in Å, forces in eV/Å.

Löwdin population analysis, charges in e, atoms 1 to 2:
1. H 0.04
2. C -0.03

In the order shown, the computed total energy values come out to -2990.27150; -2177.29659 Ha.
In the order shown, the computed orbital gap values come out to 2.1; 6.4 eV.
In the order shown, the computed E_LUMO values come out to 0.0; 2.1 eV.